Run P
Below is a 12-piece molecular cluster, H24O12 overall, with properties calculated with ωB97M-V/def2-TZVPD.

**Frontier orbital gap**: 9.93 eV
**SMILES**: O.O.O.O.O.O.O.O.O.O.O.O

```
36
Properties=species:S:1:pos:R:3:nbo_charge:R:1
O 1.27636 -0.95846 2.44661 -1.00
H 0.69682 -0.41218 1.91562 0.49
H 2.15070 -0.79520 2.09289 0.49
O -1.07714 -2.69072 3.18851 -0.94
H -0.38604 -3.34871 3.11327 0.47
H -0.70129 -1.90210 2.79729 0.48
O 0.90869 -2.62307 -0.00780 -0.99
H 1.05524 -2.00628 0.70936 0.50
H 0.97904 -3.48625 0.39987 0.49
O 1.15805 2.53076 1.17498 -0.94
H 0.78474 1.77928 0.71439 0.47
H 2.03798 2.62320 0.80972 0.47
O -0.31205 0.14403 0.59560 -0.97
H -0.11407 0.54735 -0.24961 0.49
H -0.99858 -0.49426 0.40200 0.50
O -3.29850 -1.68897 0.77339 -0.97
H -2.83660 -2.52729 0.78391 0.49
H -4.16237 -1.88638 1.13532 0.49
O -2.17741 1.55701 -2.53459 -0.98
H -1.61513 2.29531 -2.30007 0.48
H -2.50982 1.23311 -1.69743 0.48
O 1.80186 -0.87807 -2.10355 -0.99
H 1.89291 -1.40400 -2.89813 0.50
H 1.43706 -1.48189 -1.45659 0.51
O 3.04719 0.02878 0.38855 -0.97
H 2.74068 -0.30248 -0.45557 0.49
H 3.92994 -0.32965 0.48081 0.48
O -0.57625 3.30461 -1.15454 -0.99
H -0.10363 3.77403 -0.46716 0.49
H 0.11104 2.92743 -1.70372 0.49
O 1.35822 1.69510 -2.69921 -0.98
H 1.42209 0.82680 -2.30146 0.49
H 1.49449 1.54142 -3.63411 0.48
O -3.13802 1.02859 0.26194 -0.97
H -3.14991 1.30693 1.17770 0.48
H -3.12613 0.07229 0.30191 0.48
```

=====

Run Q
Below is a 12-piece molecular cluster, H24O12 overall, with properties calculated with ωB97M-V/def2-TZVPD.

**Frontier orbital gap**: 9.19 eV
**SMILES**: O.O.O.O.O.O.O.O.O.O.O.O

```
36
Properties=species:S:1:pos:R:3:nbo_charge:R:1
O -3.03969 -0.42632 -2.56710 -0.97
H -2.96851 -1.24193 -2.07117 0.48
H -2.13928 -0.10944 -2.63840 0.46
O -0.10701 2.63313 1.80303 -0.98
H -0.51179 1.82833 1.47947 0.48
H 0.46986 2.91399 1.09270 0.48
O 2.83335 -0.44403 2.06819 -0.97
H 2.15275 -1.11672 2.04545 0.49
H 2.71422 -0.01059 2.91328 0.50
O -2.50952 -2.61656 -1.02394 -0.95
H -3.24897 -3.06691 -0.61574 0.49
H -2.07156 -2.16925 -0.29983 0.49
O 0.04209 0.02482 -2.14110 -0.96
H -0.02682 -0.92927 -2.10648 0.48
H 0.57944 0.19874 -2.91391 0.49
O -1.27833 3.55193 -0.88944 -0.94
H -0.91901 4.15466 -1.54046 0.46
H -0.64240 2.83779 -0.84676 0.47
O 3.03434 0.25538 -0.59540 -0.99
H 3.97337 0.43986 -0.61629 0.48
H 2.87042 -0.05458 0.29527 0.50
O -3.47734 -0.23875 0.78577 -0.97
H -2.55611 -0.12210 1.01805 0.49
H -3.78887 0.64463 0.58871 0.48
O 0.40672 -2.12012 2.62040 -0.96
H 0.88849 -2.25356 1.80411 0.47
H 0.18536 -3.00336 2.91555 0.47
O 1.46757 2.54211 -0.36474 -0.98
H 2.11952 3.23488 -0.25866 0.48
H 1.97371 1.77534 -0.63331 0.50
O 1.47752 -2.28313 0.26651 -0.97
H 1.04077 -3.08990 -0.00663 0.49
H 2.14717 -2.13486 -0.40119 0.51
O -0.67958 0.21676 0.49163 -0.98
H 0.08542 -0.29495 0.75461 0.48
H -0.49717 0.47387 -0.41217 0.50
```

=====

Run R
Below is a 12-piece molecular cluster, H24O12 overall, with properties calculated with ωB97M-V/def2-TZVPD.

**Frontier orbital gap**: 9.39 eV
**SMILES**: O.O.O.O.O.O.O.O.O.O.O.O

```
36
Properties=species:S:1:pos:R:3:nbo_charge:R:1
O -0.58697 2.51206 -0.89500 -0.97
H -0.92397 3.44606 -0.79500 0.50
H 0.29603 2.64206 -1.26800 0.48
O -3.49797 2.42006 -0.58700 -1.00
H -4.45497 2.45606 -0.77600 0.49
H -3.04997 1.62206 -0.83400 0.51
O -2.18097 2.79206 1.76400 -0.98
H -2.61197 2.85306 0.89700 0.50
H -1.24697 2.70006 1.64700 0.46
O -2.62297 -0.05694 -1.16500 -0.93
H -2.26797 -0.21394 -2.06000 0.46
H -1.81497 -0.17794 -0.68600 0.48
O 2.15903 0.07706 1.26800 -0.96
H 3.08103 0.07806 1.00300 0.51
H 2.20003 0.58906 2.03800 0.47
O -0.17097 -0.33094 -0.12000 -1.02
H 0.60303 -0.37294 0.46600 0.52
H -0.36997 0.60606 -0.03200 0.51
O -0.67397 -2.52094 -1.56900 -0.96
H -0.44697 -1.61194 -1.26800 0.49
H -1.39197 -2.35894 -2.18700 0.48
O 1.87503 -2.90794 1.54900 -0.97
H 1.14503 -3.46894 1.17700 0.51
H 1.41603 -2.12594 1.85200 0.46
O 2.08603 -0.33794 -2.13100 -0.95
H 1.27303 -0.04494 -1.71500 0.47
H 2.09903 0.25806 -2.93100 0.48
O 3.29803 -2.31894 -0.66100 -1.01
H 2.94103 -1.46894 -1.02100 0.48
H 2.90203 -2.53594 0.20100 0.49
O -0.52797 -3.77094 0.75200 -0.96
H -0.96197 -3.09294 1.32500 0.46
H -0.46797 -3.30094 -0.11000 0.50
O 0.88003 2.80406 1.94500 -0.94
H 1.45303 3.16806 2.62000 0.48
H 0.56403 1.99506 2.30700 0.46
```

=====

Most favorable first, least favorable last: run P, run Q, run R

=====

Run P
Below is a 12-piece molecular cluster, H24O12 overall, with properties calculated with ωB97M-V/def2-TZVPD.

**Frontier orbital gap**: 7.92 eV
**SMILES**: O.O.O.O.O.O.O.O.O.O.O.O

```
36
Properties=species:S:1:pos:R:3:nbo_charge:R:1
O -0.35419 -2.56324 -1.56422 -0.94
H -0.34714 -2.16029 -0.71243 0.47
H -0.17559 -3.48984 -1.43364 0.47
O 2.22016 -1.38936 -1.38767 -0.93
H 1.62463 -1.98934 -1.68434 0.46
H 1.70746 -0.84702 -0.80038 0.46
O 0.39949 -2.33518 1.36281 -0.95
H -0.52748 -2.14732 1.55600 0.48
H 0.76069 -2.53119 2.23204 0.48
O -2.04406 -1.55856 0.42373 -0.96
H -2.89205 -1.22759 0.85239 0.49
H -2.33958 -2.43317 0.23277 0.49
O -3.18986 -0.18768 -1.52624 -0.94
H -4.05874 -0.55156 -1.68802 0.48
H -2.78758 -0.90442 -1.10469 0.48
O 0.16210 3.85122 0.68430 -0.93
H -0.58794 3.35426 0.29522 0.49
H -0.19916 4.22867 1.49082 0.47
O 0.06867 0.21904 -0.26035 -0.96
H -0.73916 -0.16122 -0.45769 0.47
H -0.09436 0.56175 0.61410 0.49
O 1.80202 1.59572 -1.78352 -0.97
H 2.28009 2.00804 -1.09641 0.47
H 1.19197 1.08735 -1.28300 0.47
O -0.12385 0.90718 2.30255 -0.96
H -1.02268 0.63114 2.68104 0.48
H 0.41605 1.27702 3.00296 0.50
O -1.32586 0.17304 -3.18608 -0.95
H -2.06313 0.21816 -2.62110 0.46
H -1.14086 1.09447 -3.30186 0.46
O 2.40880 2.46884 1.00526 -1.00
H 2.25548 1.54671 1.24855 0.48
H 1.56168 2.90948 0.92346 0.48
O 2.50580 -0.31783 1.41430 -0.97
H 2.94820 -0.51366 2.28013 0.48
H 1.70000 -0.82362 1.28920 0.50
```

=====

Run Q
Below is a 12-piece molecular cluster, H24O12 overall, with properties calculated with ωB97M-V/def2-TZVPD.

**Frontier orbital gap**: 9.82 eV
**SMILES**: O.O.O.O.O.O.O.O.O.O.O.O

```
36
Properties=species:S:1:pos:R:3:nbo_charge:R:1
O -0.36805 0.75678 1.15691 -0.94
H -0.79173 1.43749 1.69181 0.47
H -0.72657 0.89607 0.27313 0.47
O -0.81419 -3.07164 4.39138 -0.94
H -0.56184 -2.15159 4.25422 0.48
H -0.04574 -3.46405 4.82089 0.46
O 3.28342 0.20525 -2.14009 -0.92
H 3.45650 -0.35336 -2.90624 0.46
H 2.82937 -0.37853 -1.52200 0.46
O -0.46255 -0.97844 -3.22180 -0.96
H 0.01646 -1.45034 -3.91234 0.48
H 0.22096 -0.73288 -2.58816 0.48
O -0.72213 0.44243 4.98557 -0.94
H 0.05334 0.57529 5.54234 0.47
H -1.46529 0.53861 5.59175 0.47
O 1.33968 2.42060 -0.39466 -0.93
H 1.23306 2.28139 -1.34242 0.47
H 1.21120 3.36906 -0.28104 0.47
O 4.41077 0.64516 -0.27156 -0.92
H 3.89010 -0.16565 -0.24982 0.45
H 4.02990 1.18728 0.42846 0.47
O -0.01233 -2.24704 0.34435 -0.92
H -0.30010 -1.37551 0.63864 0.49
H -0.56950 -2.43225 -0.42002 0.44
O 0.68193 -0.12239 -0.74859 -0.92
H 0.03833 -0.81658 -0.92988 0.46
H 0.50082 0.54617 -1.41882 0.46
O -3.16193 2.26813 0.09841 -0.93
H -2.66221 2.31318 -0.72453 0.47
H -2.72511 2.90665 0.67329 0.46
O -3.40907 -1.41494 -0.71604 -0.94
H -2.96099 -2.21977 -0.99969 0.46
H -3.38245 -1.45848 0.24645 0.48
O -0.64888 1.07456 -3.43325 -0.97
H -0.19824 0.46290 -4.02637 0.48
H -1.20695 0.50644 -2.89030 0.48
```

=====

Run R
Below is a 12-piece molecular cluster, H24O12 overall, with properties calculated with ωB97M-V/def2-TZVPD.

**Frontier orbital gap**: 9.90 eV
**SMILES**: O.O.O.O.O.O.O.O.O.O.O.O

```
36
Properties=species:S:1:pos:R:3:nbo_charge:R:1
O -1.30597 0.04593 1.59428 -0.91
H -1.53509 0.00532 0.65895 0.46
H -0.38147 -0.22531 1.62125 0.45
O -0.87498 4.41675 2.49292 -0.94
H -0.58116 4.17030 3.37719 0.47
H -1.63900 3.85119 2.33354 0.47
O 1.73112 0.36487 -1.46066 -0.94
H 2.37656 -0.28631 -1.16343 0.49
H 1.70168 1.00957 -0.74477 0.45
O -3.67202 -3.36522 1.68593 -0.93
H -4.13864 -3.63020 2.48658 0.46
H -4.23722 -3.67816 0.97066 0.47
O 1.89839 2.99536 -0.04302 -0.92
H 2.03555 2.18523 0.46084 0.44
H 1.04431 3.32035 0.26343 0.49
O 4.18555 0.11138 -0.95767 -0.92
H 5.08892 0.21276 -0.63729 0.48
H 3.70047 -0.21590 -0.19179 0.44
O 0.13016 -3.05948 -0.84137 -0.93
H -0.36568 -3.88479 -0.79658 0.46
H 0.63882 -3.04678 -0.02277 0.47
O -4.50817 2.22188 -1.86694 -0.94
H -4.94945 1.37420 -1.99228 0.47
H -3.96434 2.32215 -2.65636 0.47
O -1.83185 -1.24396 -1.58570 -0.92
H -1.59834 -0.56771 -0.93983 0.43
H -1.70590 -0.80904 -2.43657 0.48
O 2.51513 -2.19493 -0.35399 -0.93
H 2.93248 -1.80243 0.42109 0.45
H 3.16533 -2.83046 -0.67389 0.49
O -0.40850 1.31893 -2.65336 -0.97
H 0.04048 1.01510 -1.85644 0.48
H 0.26385 1.82561 -3.12262 0.48
O 1.75502 -0.70917 3.06922 -0.93
H 0.88624 -0.52655 3.44454 0.48
H 1.60770 -0.69050 2.11689 0.45
```

=====

Most favorable first, least favorable last: run P, run R, run Q

=====

Run P
Below is a 12-piece molecular cluster, H24O12 overall, with properties calculated with ωB97M-V/def2-TZVPD.

**Frontier orbital gap**: 11.07 eV
**SMILES**: O.O.O.O.O.O.O.O.O.O.O.O

```
36
Properties=species:S:1:pos:R:3:nbo_charge:R:1
O -0.07072 2.94010 -4.16818 -0.94
H -0.64886 3.62161 -4.51101 0.47
H -0.10806 3.04936 -3.21797 0.48
O -1.64590 -3.93787 -2.78422 -0.94
H -1.83994 -3.27855 -2.11797 0.47
H -2.04002 -3.59275 -3.58533 0.47
O 2.55139 -1.14686 -2.29550 -0.95
H 3.40198 -1.48017 -2.00980 0.48
H 2.60729 -1.13400 -3.25098 0.47
O 1.10328 -3.61119 1.62109 -0.95
H 1.14930 -4.33796 0.99987 0.47
H 0.26377 -3.19018 1.43614 0.47
O 1.63578 -0.01970 5.29574 -0.94
H 1.17669 -0.26818 4.49342 0.47
H 2.31242 -0.68835 5.40196 0.47
O -3.72264 -2.69518 1.02327 -0.94
H -4.55903 -2.55424 0.57962 0.47
H -3.85448 -3.49246 1.53630 0.47
O 4.68639 -2.22790 0.98880 -0.95
H 5.25470 -2.95483 1.24339 0.47
H 3.83965 -2.43546 1.38397 0.48
O 4.27992 2.28630 -1.20425 -0.94
H 3.63738 1.57768 -1.23934 0.47
H 5.11844 1.84367 -1.07318 0.47
O -0.42444 0.23651 0.44734 -0.95
H -1.27245 -0.19842 0.35820 0.47
H 0.11987 -0.15678 -0.23477 0.48
O -2.85645 3.99600 2.83296 -0.93
H -2.93811 3.04272 2.80448 0.47
H -3.23462 4.29408 2.00569 0.47
O -4.70756 1.22060 -1.17915 -0.94
H -5.33567 1.25942 -0.45790 0.47
H -4.44867 2.13111 -1.32120 0.47
O 0.01134 4.13366 -0.23892 -0.95
H -0.25307 3.34603 0.23644 0.48
H 0.81097 4.42235 0.20095 0.47
```

=====

Run Q
Below is a 12-piece molecular cluster, H24O12 overall, with properties calculated with ωB97M-V/def2-TZVPD.

**Frontier orbital gap**: 9.66 eV
**SMILES**: O.O.O.O.O.O.O.O.O.O.O.O

```
36
Properties=species:S:1:pos:R:3:nbo_charge:R:1
O 3.53815 0.51792 -0.30573 -0.96
H 4.07162 -0.27753 -0.18133 0.47
H 2.65931 0.18823 -0.55404 0.49
O -0.58225 -1.16456 2.66969 -1.00
H 0.31849 -0.76124 2.64965 0.52
H -0.66838 -1.51630 3.56422 0.49
O -0.51842 -1.95214 -4.30138 -0.96
H -0.05839 -2.72212 -4.65419 0.48
H -1.45023 -2.10291 -4.50210 0.49
O -1.89772 1.42842 3.01245 -0.98
H -1.37877 0.63546 2.77973 0.49
H -2.47645 1.15120 3.72820 0.48
O 1.87208 0.10299 2.38444 -0.99
H 2.45992 0.45674 3.06329 0.49
H 2.41384 0.07357 1.57615 0.51
O -2.78332 -1.36622 0.91358 -0.96
H -2.09365 -1.41614 1.59982 0.49
H -3.61560 -1.50269 1.37719 0.46
O 0.75685 -0.71353 0.02879 -0.98
H 0.48037 -0.64966 -0.89171 0.49
H 0.05044 -0.27882 0.52229 0.50
O -0.41275 3.04657 -1.94830 -0.98
H -0.22690 2.87836 -1.00211 0.49
H -0.08099 2.27720 -2.43227 0.47
O 2.66264 -2.99288 1.58097 -0.95
H 2.13926 -2.31410 1.13044 0.48
H 2.76174 -2.66638 2.48084 0.46
O 0.04079 0.64628 -3.31882 -0.99
H 0.40189 1.18048 -4.03911 0.48
H 0.11479 -0.27382 -3.63335 0.51
O -3.03072 1.17643 -2.52461 -0.95
H -2.87119 1.28728 -1.58126 0.47
H -2.20556 0.81373 -2.87163 0.48
O -0.17704 2.36213 0.84661 -0.98
H 0.64857 2.32431 1.34063 0.48
H -0.86240 2.12375 1.49296 0.50
```

=====

Run R
Below is a 12-piece molecular cluster, H24O12 overall, with properties calculated with ωB97M-V/def2-TZVPD.

**Frontier orbital gap**: 10.18 eV
**SMILES**: O.O.O.O.O.O.O.O.O.O.O.O

```
36
Properties=species:S:1:pos:R:3:nbo_charge:R:1
O -0.27199 -0.00162 -0.21454 -0.97
H -0.52387 -0.33327 -1.08376 0.49
H -0.91697 -0.39643 0.38305 0.48
O -0.53034 -2.86982 -3.79448 -0.95
H -0.75117 -2.44001 -4.62844 0.49
H 0.34155 -2.52236 -3.57524 0.46
O 1.33130 2.69808 3.10281 -0.97
H 0.96271 2.31242 2.30006 0.49
H 1.66957 3.55439 2.81767 0.47
O -2.26341 2.01161 2.01943 -0.96
H -2.53285 1.94108 1.09671 0.47
H -3.04345 2.36024 2.46552 0.50
O -0.57175 3.83333 0.74020 -0.96
H -1.27357 3.45807 1.28391 0.48
H -0.28906 3.09951 0.18290 0.46
O 2.02050 2.37014 1.01828 -0.95
H 2.72649 1.89477 1.47060 0.50
H 2.30762 2.39692 0.09859 0.46
O -1.66781 -1.65799 -1.55027 -0.97
H -2.04684 -2.51254 -1.78493 0.49
H -0.96282 -1.52920 -2.19478 0.48
O 1.18735 -2.48736 -5.25353 -0.93
H 1.70021 -3.30111 -5.19214 0.48
H 1.60070 -1.90056 -4.61026 0.46
O 1.55860 0.99569 -1.70095 -0.95
H 1.66240 1.91900 -1.95730 0.46
H 1.45978 1.02804 -0.74273 0.49
O -3.14213 1.38117 4.39328 -0.95
H -2.18155 1.42458 4.45956 0.48
H -3.30673 0.56957 3.90011 0.47
O 2.30478 -2.34395 2.30719 -0.93
H 1.79256 -1.68757 1.82161 0.46
H 2.08869 -3.17741 1.87401 0.47
O 0.01086 -3.48090 -0.16020 -0.93
H 0.37870 -2.85776 0.47649 0.46
H -0.82802 -3.74876 0.23160 0.47
```

=====

Run S
Below is a 12-piece molecular cluster, H24O12 overall, with properties calculated with ωB97M-V/def2-TZVPD.

**Frontier orbital gap**: 8.58 eV
**SMILES**: O.O.O.O.O.O.O.O.O.O.O.O

```
36
Properties=species:S:1:pos:R:3:nbo_charge:R:1
O 0.04329 0.44632 -0.75176 -0.95
H 0.23039 -0.19397 -0.09333 0.48
H 0.63048 1.15654 -0.38588 0.49
O 2.33484 0.29490 0.67877 -0.95
H 2.07525 0.74182 1.48743 0.46
H 2.48425 -0.67237 0.94969 0.49
O 1.66437 4.35295 -3.03971 -0.94
H 1.40252 4.54527 -3.98802 0.47
H 1.40022 5.06376 -2.49912 0.47
O -1.68259 -0.16375 0.75325 -0.93
H -2.14709 0.53116 0.18844 0.48
H -1.27638 0.35108 1.41952 0.45
O 1.87724 -0.95148 -1.85807 -0.97
H 1.06636 -0.78395 -1.40659 0.48
H 1.86100 -0.54815 -2.67108 0.47
O -0.69320 -4.52217 -0.28788 -0.96
H -0.31901 -4.77754 0.52456 0.47
H -1.66258 -4.27819 -0.18441 0.48
O 1.74681 4.37391 1.31169 -0.93
H 0.94757 3.91617 1.79351 0.46
H 2.38942 4.33633 2.02223 0.47
O -0.48130 -1.88761 -1.85745 -0.92
H -0.97421 -2.73325 -1.77054 0.47
H 0.33704 -2.28582 -1.69441 0.45
O -4.31503 2.85652 0.17850 -0.91
H -4.41735 3.59146 -0.32086 0.46
H -3.52516 2.52333 -0.26810 0.45
O 0.80742 -1.29678 4.09382 -0.95
H 0.34693 -1.41174 3.18682 0.49
H 1.30285 -2.05764 4.34107 0.46
O 0.99389 -3.12231 2.34662 -0.95
H 0.16492 -3.00659 1.86664 0.49
H 0.89582 -3.36979 3.22444 0.47
O -1.76139 -0.67944 -2.31254 -0.93
H -2.35858 -0.44762 -3.06072 0.44
H -1.38899 0.10867 -1.91653 0.49
```

=====

Most favorable first, least favorable last: run Q, run P, run R, run S